(1)
{
  "formula": "C25H29N9O2Ru",
  "method": "the ωB97M-V functional and the def2-TZVPD basis",
  "symbols": ["Ru", "C", "C", "C", "N", "C", "C", "C", "C", "C", "C", "C", "N", "C", "C", "C", "N", "C", "C", "C", "C", "C", "C", "C", "N", "C", "C", "H", "H", "H", "H", "H", "H", "H", "H", "H", "H", "H", "H", "H", "H", "H", "H", "H", "H", "H", "H", "H", "H", "H", "H", "H", "H", "N", "N", "C", "O", "O", "H", "H", "H", "N", "C", "N", "C", "N"],
  "positions_angstrom": [[0.96750, -0.29445, -0.16390], [0.01993, 0.30827, 3.98776], [1.32348, 0.64837, 3.24907], [1.20514, 1.80628, 2.26867], [0.69780, 1.47699, 0.93326], [0.27817, 2.50148, 0.23213], [0.36044, 3.86119, 0.65411], [-0.35926, 4.96056, 0.23555], [-1.36366, 5.06391, -0.71872], [-1.70299, 4.06814, -1.62323], [-1.10782, 2.84503, -1.85922], [-0.06524, 2.18156, -1.16666], [0.66718, 1.18664, -1.62697], [0.74304, 0.98797, -3.07835], [0.91944, -0.46033, -3.47396], [-0.32685, -1.26191, -3.13774], [-0.58033, -1.24497, -1.70751], [-1.44874, -2.04436, -1.19738], [-2.33431, -2.85736, -1.99357], [-3.15464, -3.89024, -1.64681], [-3.44545, -4.43828, -0.38481], [-3.05263, -3.90433, 0.81657], [-2.30100, -2.76273, 1.10990], [-1.58926, -1.88516, 0.27811], [-0.98426, -0.78761, 0.71912], [-1.47563, -0.24682, 1.97610], [-0.85106, -0.74212, 3.30366], [-0.57279, 1.22638, 4.06725], [0.24004, 0.00365, 5.01439], [1.69288, -0.21079, 2.70141], [2.10096, 0.89776, 3.97330], [2.18213, 2.29207, 2.15708], [0.53393, 2.55189, 2.70662], [1.09971, 4.06079, 1.41688], [-0.11538, 5.87967, 0.76053], [-1.88918, 6.00772, -0.79109], [-2.52601, 4.30220, -2.29250], [-1.50745, 2.29127, -2.69776], [1.59186, 1.58139, -3.43702], [-0.14415, 1.38158, -3.57594], [1.76922, -0.89013, -2.95201], [1.12749, -0.52667, -4.54467], [-0.24003, -2.28686, -3.51162], [-1.18612, -0.79632, -3.64681], [-2.32857, -2.61112, -3.04693], [-3.66777, -4.35753, -2.48343], [-4.06457, -5.32647, -0.36180], [-3.39464, -4.44202, 1.69718], [-2.19387, -2.56757, 2.16882], [-2.55411, -0.43187, 2.01483], [-1.35169, 0.83614, 1.92460], [-0.27818, -1.65487, 3.12087], [-1.65150, -1.04431, 3.98531], [1.70487, -1.82358, 1.31161], [1.65721, -3.11967, 0.73561], [2.01200, -3.12697, -0.64354], [2.42167, -4.17611, -1.12392], [1.76831, -2.02666, -1.22687], [2.66417, -1.56257, 1.54257], [1.15002, -1.84054, 2.15438], [2.17634, -3.80699, 1.26231], [2.96483, 0.28327, -0.15331], [3.64096, 1.04035, -0.74483], [4.43973, 1.76453, -1.41591], [4.69839, 3.02388, -1.11911], [4.99034, 4.12937, -0.93170]],
  "forces_ev_per_a": [[1.0, 0.0, 0.6], [0.0, 0.0, -0.1], [-0.1, 0.0, -0.1], [0.0, -0.1, -0.1], [0.0, 0.2, 0.0], [-0.1, 0.0, 0.0], [0.0, -0.1, 0.0], [-0.1, 0.1, 0.0], [0.0, 0.0, 0.1], [0.0, -0.1, 0.0], [0.1, 0.1, 0.0], [0.3, -0.1, 0.1], [-0.8, 0.0, -0.1], [0.1, 0.0, 0.1], [0.0, 0.0, 0.1], [0.0, 0.1, 0.1], [-0.1, -0.3, -0.2], [-0.1, 0.2, 0.0], [0.1, 0.0, 0.0], [0.0, 0.0, 0.0], [0.0, 0.0, 0.0], [0.0, 0.0, 0.0], [-0.1, 0.0, 0.0], [0.0, 0.1, -0.1], [0.0, -0.3, 0.1], [0.0, 0.1, -0.1], [0.0, 0.0, -0.1], [0.0, 0.0, 0.1], [0.0, -0.1, 0.0], [0.1, 0.1, 0.2], [0.0, 0.1, 0.0], [0.0, -0.1, 0.0], [0.1, 0.0, 0.1], [0.0, 0.0, 0.0], [0.0, 0.0, 0.0], [0.0, 0.0, 0.0], [0.0, 0.0, 0.0], [0.0, 0.0, 0.0], [0.0, 0.0, 0.0], [0.0, 0.0, -0.1], [0.1, 0.0, -0.1], [-0.1, 0.1, 0.0], [0.1, 0.0, 0.0], [0.0, -0.1, -0.1], [0.0, 0.0, 0.0], [0.0, 0.0, 0.0], [0.0, 0.0, 0.0], [0.0, 0.0, 0.0], [0.0, 0.0, 0.0], [0.0, 0.0, 0.0], [0.0, 0.0, 0.0], [-0.1, 0.0, 0.1], [0.0, 0.0, 0.0], [-0.2, 0.0, -0.3], [0.1, 0.0, 0.2], [-0.4, -0.2, -0.2], [0.1, 0.1, 0.1], [0.3, 0.2, -0.2], [-0.1, 0.1, -0.1], [0.0, -0.1, -0.1], [0.1, -0.1, 0.0], [0.0, 0.0, -0.2], [0.0, 0.0, 0.2], [0.2, -0.1, -0.2], [-0.1, 0.1, 0.1], [0.0, 0.0, 0.0]],
  "mulliken_spin": [0.89, 0.00, 0.01, -0.01, -0.04, 0.02, 0.00, 0.00, 0.00, 0.01, 0.00, -0.01, 0.00, -0.01, 0.02, 0.01, 0.10, -0.03, 0.01, 0.00, 0.00, 0.00, 0.01, 0.02, 0.03, 0.00, 0.00, 0.00, 0.00, -0.01, 0.00, 0.00, 0.00, 0.00, 0.00, 0.00, 0.00, 0.00, 0.00, 0.00, -0.02, 0.00, -0.01, 0.00, 0.00, 0.00, 0.00, 0.00, 0.00, 0.00, 0.00, 0.00, 0.00, -0.01, 0.00, 0.00, 0.00, 0.01, 0.00, 0.00, 0.00, -0.04, 0.04, 0.00, 0.00, 0.00],
  "spin_multiplicity": 2,
  "lumo_ev": [2.578, 2.528],
  "e_homo_ha": [-0.1565, -0.1535],
  "homo_lumo_gap_ev": [6.84, 6.71],
  "s_squared": 0.7552,
  "total_charge": -1
}

***

(2)
{
  "formula": "C25H29NO2PS6Zr",
  "method": "the ωB97M-V functional and the def2-TZVPD basis",
  "symbols": ["Zr", "S", "C", "C", "C", "C", "C", "C", "S", "C", "C", "C", "C", "C", "C", "C", "S", "C", "C", "C", "C", "C", "C", "S", "N", "H", "H", "H", "H", "H", "H", "H", "H", "H", "H", "H", "H", "H", "H", "H", "C", "C", "C", "O", "P", "S", "S", "O", "C", "C", "C", "H", "H", "H", "H", "H", "H", "H", "H", "H", "H", "H", "H", "H", "H"],
  "positions_angstrom": [[0.17082, 0.37516, -0.09620], [2.40633, -0.75244, 0.09992], [2.17154, -1.76956, 1.50064], [2.73442, -3.04384, 1.53562], [2.56444, -3.85801, 2.63660], [1.87084, -3.39783, 3.74681], [1.32980, -2.12484, 3.74007], [1.44946, -1.32804, 2.61142], [0.68504, 0.29476, 2.59979], [-1.02247, -0.18427, 3.07623], [-2.08179, 0.47037, 2.24148], [-3.31964, 0.73989, 2.81723], [-4.34652, 1.22572, 2.02759], [-4.10609, 1.44928, 0.68145], [-2.83552, 1.20302, 0.17957], [-2.54054, 1.47083, -1.26372], [-1.76797, -0.01397, -2.05333], [-2.77757, -1.32620, -1.37303], [-4.04106, -1.54197, -1.90380], [-4.84256, -2.54536, -1.39453], [-4.36166, -3.34627, -0.36700], [-3.08932, -3.16207, 0.13255], [-2.26314, -2.15253, -0.36850], [-0.62882, -2.01078, 0.22604], [-1.84474, 0.70749, 0.94261], [3.28884, -3.38512, 0.67695], [2.99400, -4.84671, 2.63060], [1.75877, -4.01585, 4.62262], [0.81709, -1.73985, 4.60860], [-1.15489, 0.06467, 4.13044], [-1.08226, -1.27086, 2.95054], [-3.47385, 0.55628, 3.86772], [-5.31817, 1.41905, 2.45292], [-4.88233, 1.81684, 0.02897], [-1.83373, 2.30859, -1.38411], [-3.45873, 1.71167, -1.80276], [-4.38337, -0.91920, -2.71540], [-5.82785, -2.71050, -1.80072], [-4.97916, -4.13517, 0.03157], [-2.69943, -3.81062, 0.90241], [3.63590, 2.21846, 1.11320], [3.85823, 2.17437, -0.39058], [5.19732, 2.75960, -0.81252], [2.85270, 2.95766, -1.09156], [1.27774, 3.00856, -1.19196], [0.74999, 4.33584, -2.49615], [0.29558, 2.87827, 0.58264], [0.92025, 1.35325, -1.75081], [1.37790, 0.99215, -3.08937], [1.57286, -0.51930, -3.08894], [0.36450, 1.43688, -4.14466], [4.43609, 1.67898, 1.61457], [2.68741, 1.73962, 1.37986], [3.62470, 3.24946, 1.46388], [3.78350, 1.14077, -0.75594], [5.30277, 3.77847, -0.44948], [5.27253, 2.77041, -1.89712], [6.00683, 2.15398, -0.41269], [2.33502, 1.50558, -3.25828], [0.63822, -1.02220, -2.80117], [2.37311, -0.80386, -2.40392], [1.85182, -0.84932, -4.08507], [-0.62266, 1.55107, -3.70320], [0.29529, 0.69380, -4.93308], [0.63414, 2.39576, -4.57347]],
  "forces_ev_per_a": [[-0.2, -1.4, 0.7], [-0.4, 0.2, 0.0], [0.0, 0.0, 0.5], [-0.1, 0.2, -0.1], [0.0, 0.0, 0.1], [0.0, 0.0, 0.0], [0.0, 0.1, -0.1], [0.2, -0.1, 0.2], [-0.3, -0.7, -0.4], [0.3, 0.0, 0.2], [-0.3, 0.0, 0.2], [0.1, 0.0, -0.3], [0.2, -0.1, -0.1], [0.3, -0.1, 0.1], [-0.5, 0.1, 0.1], [0.0, -0.1, -0.3], [-0.4, 0.0, 0.7], [0.2, 0.1, 0.0], [0.0, 0.1, 0.0], [0.0, 0.0, 0.0], [-0.1, 0.0, -0.1], [0.2, 0.1, -0.1], [-0.3, 0.3, 0.0], [0.4, -0.3, 0.0], [-0.5, 0.2, 0.3], [0.1, -0.1, -0.1], [0.0, -0.1, 0.0], [0.0, -0.1, 0.1], [-0.1, 0.0, 0.1], [-0.1, 0.0, -0.1], [0.0, 0.1, 0.0], [0.0, 0.0, 0.1], [-0.1, 0.0, 0.0], [0.0, 0.0, -0.1], [-0.1, -0.2, 0.0], [0.1, 0.0, 0.1], [-0.1, 0.1, -0.1], [-0.1, 0.0, 0.0], [-0.1, -0.1, 0.1], [0.0, -0.1, 0.1], [-0.2, -0.1, -0.2], [0.4, -0.2, 0.4], [-0.4, -0.1, 0.0], [-0.7, 0.2, -0.2], [0.4, 0.8, -0.8], [0.1, -0.7, 0.8], [0.3, -0.1, -0.6], [0.7, 1.6, 0.0], [0.2, -0.6, -1.1], [0.2, 0.3, 0.1], [0.0, 0.2, 0.2], [0.1, 0.0, 0.0], [0.4, 0.2, 0.0], [0.0, 0.1, 0.0], [0.0, 0.3, 0.1], [0.0, 0.1, 0.1], [0.0, 0.0, -0.1], [0.0, -0.1, 0.1], [-0.2, -0.1, 0.3], [0.3, 0.0, -0.1], [-0.2, -0.1, -0.2], [0.0, 0.0, -0.1], [0.0, 0.0, -0.1], [0.0, -0.1, -0.1], [0.0, 0.0, 0.0]],
  "nbo_charge": [1.33, -0.17, -0.20, -0.20, -0.17, -0.20, -0.23, -0.09, 0.35, -0.56, 0.26, -0.23, -0.10, -0.23, 0.24, -0.56, 0.35, -0.24, -0.19, -0.22, -0.18, -0.17, -0.17, -0.20, -0.57, 0.23, 0.23, 0.23, 0.22, 0.25, 0.29, 0.24, 0.24, 0.24, 0.28, 0.26, 0.23, 0.23, 0.23, 0.22, -0.63, 0.12, -0.62, -0.85, 1.60, -0.46, -0.47, -0.93, 0.11, -0.63, -0.64, 0.23, 0.21, 0.23, 0.19, 0.22, 0.22, 0.22, 0.22, 0.22, 0.24, 0.24, 0.21, 0.23, 0.25],
  "lumo_ev": -3.607,
  "e_homo_ha": -0.3921,
  "homo_lumo_gap_ev": 7.06,
  "total_charge": 1
}